Below is a cluster of 3 separate species, C20H49BN3O6 in total, with properties calculated with ωB97M-V/def2-TZVPD.

Structure (XYZ):
```
79
Properties=species:S:1:pos:R:3:lowdin_charge:R:1
C -1.37223 1.30347 4.08797 -0.08
C -0.82589 2.55342 3.38035 -0.43
C 0.71916 2.59800 3.47741 -0.09
C -1.47330 3.82245 3.95199 -0.12
B -3.02831 4.19091 3.51428 -0.68
O -3.79956 4.70532 4.69932 -0.08
C -4.42353 3.60339 5.26991 -0.21
C -4.68512 2.59604 4.11981 -0.35
C -6.14431 2.52374 3.63817 -0.13
C -6.91586 1.21589 3.90453 -0.29
N -6.17330 -0.04374 3.77619 -0.02
O -3.85037 3.01613 3.07368 -0.06
H -2.31258 0.96567 3.64963 0.06
H -0.66237 0.47119 4.03933 0.06
H -1.55708 1.53443 5.14198 0.08
H -1.09940 2.47204 2.32290 0.12
H 1.19449 2.54073 2.49367 0.06
H 1.11848 1.77665 4.07925 0.05
H 1.05301 3.52795 3.94130 0.06
H -0.86584 4.68620 3.65420 0.08
H -1.39989 3.76120 5.05061 0.09
H -3.02264 5.05359 2.62197 0.09
H -5.36113 3.90939 5.75841 0.11
H -3.79297 3.12654 6.04447 0.11
H -4.36289 1.59888 4.46150 0.11
H -6.14137 2.72742 2.56530 0.11
H -6.70532 3.34224 4.10125 0.10
H -7.75230 1.16228 3.20212 0.09
H -7.36395 1.23137 4.90198 0.10
H -5.56840 0.00742 2.96101 0.05
H -5.53976 -0.14523 4.56140 0.05
C -3.48088 0.52035 0.09286 -0.10
O -2.11837 0.24342 0.33989 -0.19
C -1.78867 -1.13415 0.34946 -0.22
C -0.86376 -1.46474 -0.80196 -0.22
N -1.54410 -1.32299 -2.07973 -0.05
C -0.67338 -1.40162 -3.24508 -0.20
C 0.40718 -0.33799 -3.40397 -0.23
O -0.08771 0.96048 -3.68018 -0.18
C -0.43619 1.73390 -2.54476 -0.09
H -3.65515 1.57139 0.31639 0.09
H -3.76399 0.31252 -0.94727 0.08
H -4.12257 -0.07729 0.74933 0.08
H -2.69510 -1.74689 0.30568 0.12
H -1.27293 -1.35139 1.29006 0.12
H -0.51601 -2.49904 -0.69943 0.12
H 0.01640 -0.81359 -0.70668 0.11
H -2.03896 -0.44017 -2.08989 0.07
H -1.30377 -1.37022 -4.13795 0.12
H -0.17548 -2.37787 -3.23666 0.11
H 1.01605 -0.61746 -4.26636 0.10
H 1.07952 -0.31027 -2.53921 0.11
H 0.21349 1.51148 -1.69337 0.09
H -1.47194 1.57883 -2.23179 0.07
H -0.31562 2.78281 -2.81362 0.09
C 7.70273 -1.27028 -4.59963 -0.12
O 7.22430 -2.57013 -4.87186 -0.20
C 7.55619 -3.54155 -3.88807 -0.22
C 6.31495 -4.04612 -3.18601 -0.22
N 5.71647 -2.99929 -2.37719 -0.05
C 4.43604 -3.33681 -1.76961 -0.20
C 3.26420 -3.64633 -2.69422 -0.22
O 2.80991 -2.53266 -3.43989 -0.20
C 3.47821 -2.29470 -4.66182 -0.10
H 7.47610 -0.65665 -5.46963 0.09
H 7.22598 -0.82562 -3.71919 0.08
H 8.78621 -1.26911 -4.43962 0.09
H 8.25383 -3.11758 -3.15893 0.12
H 8.04980 -4.37733 -4.39197 0.12
H 6.59885 -4.87767 -2.53219 0.12
H 5.63777 -4.45064 -3.95225 0.11
H 5.61200 -2.16354 -2.93801 0.08
H 4.14178 -2.50213 -1.12957 0.12
H 4.58612 -4.20170 -1.11374 0.12
H 2.42267 -3.94985 -2.06630 0.12
H 3.48289 -4.48228 -3.37089 0.11
H 3.81419 -3.22911 -5.12234 0.09
H 4.34368 -1.63574 -4.54499 0.08
H 2.77165 -1.80761 -5.33374 0.08
```

Computed properties:
Net charge: -1


Below is a structure of composition C20H49MnN2O4P2, with properties calculated with ωB97M-V/def2-TZVPD.

Structure (XYZ):
```
78
Properties=species:S:1:pos:R:3:lowdin_charge:R:1
Mn -0.89473 -1.24141 -0.03841 0.66
C 0.87187 -3.49001 -1.12411 -0.03
N 1.22727 -2.13701 -0.63011 -0.23
C 2.21807 -1.55411 -1.51791 -0.11
C 1.76437 -2.22681 0.75059 -0.15
C 0.76947 -2.79601 1.76679 -0.14
N -0.51773 -2.06011 1.84349 -0.34
C -1.53393 -2.97331 2.39919 -0.07
C -0.40753 -0.89851 2.74159 -0.05
H 1.66767 -4.21171 -0.91681 0.12
H 0.71057 -3.48021 -2.20061 0.10
H -0.04783 -3.83401 -0.64071 0.09
H 3.24437 -1.82581 -1.22481 0.17
H 2.76887 0.26369 -2.19791 0.17
H 2.03277 -1.88941 -2.54591 0.16
H 2.05897 -1.22151 1.05739 0.10
H 2.65167 -2.87691 0.75749 0.15
H 1.26837 -2.78191 2.74489 0.15
H 0.55167 -3.84311 1.54009 0.13
H -1.15483 -3.47931 3.29269 0.12
H -1.80523 -3.72991 1.66019 0.10
H -2.42393 -2.41441 2.68289 0.09
H -0.23783 -1.21071 3.77529 0.12
H -1.34353 -0.33581 2.71199 0.10
H 0.41237 -0.24621 2.44249 0.08
C -5.84093 -2.43701 -0.25311 -0.12
C -4.42353 -2.75371 0.21779 -0.37
P -3.23483 -1.40141 -0.19131 0.95
C -4.06503 0.15449 0.33929 -0.36
C -3.16853 1.35449 0.03789 -0.14
C -3.27143 -1.28711 -2.04631 -0.34
C -1.83823 -1.40381 -2.58371 -0.14
H -6.43753 -3.34501 -0.18801 0.10
H -5.86913 -2.10091 -1.28801 0.07
H -6.31413 -1.68891 0.37799 0.08
H -4.05743 -3.66391 -0.26431 0.09
H -4.41773 -2.91641 1.29649 0.08
H -4.27193 0.09029 1.40949 0.10
H -5.01793 0.24359 -0.18631 0.10
H -2.16643 1.20029 0.45979 0.03
H -3.58523 2.25519 0.47609 0.09
H -3.08233 1.51999 -1.03561 0.07
H -3.72153 -0.33951 -2.34691 0.10
H -3.87773 -2.09701 -2.45591 0.10
H -1.19963 -0.58031 -2.19961 0.05
H -1.83713 -1.33451 -3.67011 0.11
H -1.43073 -2.39251 -2.31741 0.07
C 4.13697 0.90989 2.61349 0.00
C 3.77547 1.64049 1.33329 -0.54
C 3.44837 3.10039 1.57009 0.00
C 4.80017 1.45009 0.23459 0.00
O 2.50657 0.94019 0.89179 -0.14
P 1.53287 1.21159 -0.24161 0.58
O 2.12217 -0.08921 -1.56281 -0.04
O 0.19347 0.66979 -0.01321 -0.25
O 1.81787 2.41129 -1.12461 -0.11
C 0.82357 3.52039 -1.44561 -0.53
C 0.21557 3.93189 -0.11791 0.00
C -0.20463 2.96289 -2.40721 0.00
C 1.66597 4.61099 -2.07131 0.01
H 5.01937 1.37009 3.04829 0.12
H 4.36067 -0.13601 2.41599 0.09
H 3.32977 0.97929 3.33829 0.10
H 4.29577 3.59299 2.04439 0.12
H 2.59147 3.20089 2.23369 0.11
H 3.25097 3.60359 0.62649 0.07
H 5.73967 1.89819 0.54919 0.12
H 4.48437 1.94499 -0.68381 0.09
H 4.98457 0.39379 0.04509 0.10
H -0.18723 3.05599 0.39129 0.07
H -0.59103 4.64319 -0.27421 0.12
H 0.96337 4.39919 0.51689 0.09
H -0.72223 2.11319 -1.96611 0.06
H 0.25207 2.66259 -3.34711 0.10
H -0.93313 3.74019 -2.62441 0.12
H 2.49177 4.89689 -1.42701 0.10
H 1.04767 5.48979 -2.23211 0.12
H 2.06577 4.29899 -3.03161 0.10
```

Computed properties:
Net charge: +3
2S+1: 4


Record order is preserved below.
Total energy: -38965.94402; -82579.82075 eV
Record order is preserved below.
Strongest force on any atom: 0.23; 1.52 eV/A